Entry 1:
{"formula": "C2H2FIrO2", "method": "ωB97M-V with the def2-TZVPD basis set", "species": ["O", "O", "F", "C", "H", "H", "C", "Ir"], "positions_angstrom": [[-0.80628, -1.23376, -0.26995], [1.25540, 0.06522, 0.63632], [1.34858, -0.08133, -2.19111], [-1.00830, -0.09460, 0.29475], [0.02583, 1.67064, 1.11706], [-2.02019, 0.23283, 0.56422], [0.14097, 0.71423, 0.59074], [1.06399, -1.27324, -0.74202]], "forces_ev_per_a": [[-2.533, -0.479, 0.693], [1.088, 2.346, 1.685], [0.221, -0.558, -0.137], [-0.200, 1.532, 0.194], [0.301, -0.142, -0.487], [0.245, -0.234, -0.364], [-1.691, -0.433, 1.959], [2.569, -2.032, -3.543]], "nbo_charge": [-0.622, -0.617, -0.517, 0.252, 0.237, 0.236, 0.215, 1.815], "spin_multiplicity": 6, "s_squared": 8.7601, "homo_lumo_gap_ev": [7.8788, 7.9752], "total_charge": 1, "e_above_lowest_kj_mol": 0.00, "e_lumo_ev": [-6.467, -8.670]}



Entry 2:
{"formula": "C24H43O10P2S3", "method": "ωB97M-V with the def2-TZVPD basis set", "species": ["H", "C", "H", "H", "C", "H", "C", "O", "H", "H", "O", "H", "S", "C", "H", "C", "H", "H", "C", "H", "O", "C", "C", "O", "C", "O", "H", "C", "H", "H", "H", "O", "H", "H", "H", "S", "C", "C", "H", "H", "H", "C", "H", "C", "H", "S", "C", "O", "C", "H", "H", "C", "C", "O", "C", "H", "C", "H", "H", "H", "H", "P", "H", "H", "H", "H", "H", "H", "C", "C", "O", "H", "C", "H", "H", "O", "H", "H", "C", "H", "P", "H"], "positions_angstrom": [[4.88468, 5.29427, -2.15155], [-2.29471, -2.01623, 5.21017], [-2.15121, -1.64316, -2.27595], [-3.27319, 5.13922, 4.43540], [-1.30095, 5.13218, 5.44124], [2.43131, 4.48843, -1.04857], [-0.05088, 4.50287, 4.83506], [1.64407, 2.19634, -2.30271], [-1.37323, 0.12352, 1.06381], [-6.10391, -2.24724, -3.89595], [-4.66651, -1.34643, -1.56632], [3.35529, 5.64217, -2.95970], [3.04905, -2.40241, -1.14458], [5.85722, -3.50568, -3.22143], [-4.43828, -4.65720, -3.65448], [-2.18420, 0.23329, 5.66321], [-2.41823, 0.59796, -1.08650], [-3.31632, 0.29322, 3.86941], [3.99326, 4.84351, -2.58018], [-4.26703, 0.63966, 5.31963], [-2.19854, 3.99902, 2.19977], [-6.28836, -2.63169, -2.89041], [-3.72107, -1.49251, 5.06511], [-1.56590, -0.96156, 5.85662], [6.52975, -2.13599, -3.15979], [-4.33567, -3.51814, -1.93901], [0.21766, -0.10166, 0.31689], [-2.40369, 4.50582, 4.59178], [0.17595, 3.53025, 5.27572], [7.28589, -2.03062, -5.21179], [-6.87862, -4.58569, -3.73818], [3.19335, 2.94011, -3.71387], [0.65319, 2.14904, 0.08890], [1.06515, -3.99567, 0.67947], [4.38182, 4.30670, -4.68792], [-1.58679, -3.52899, 1.65356], [2.57081, 2.94431, -2.53093], [-1.43404, 0.09865, -1.08962], [-2.73895, 3.54630, 4.99332], [6.97515, -1.98918, -2.17436], [-0.99310, 2.53397, -0.40943], [7.62879, -2.28678, -4.20715], [-1.82444, -2.20223, 4.24276], [3.20109, 3.96664, -1.61243], [-2.41541, -1.80270, -0.53625], [-0.24169, -2.45631, -1.21723], [-5.04985, -2.37337, -2.06254], [-1.70580, 1.26631, 6.03658], [-3.48379, 0.00688, 4.91031], [1.34436, -0.12273, -1.55407], [1.34275, -1.51790, -3.27401], [-1.72901, -1.39476, -1.29463], [-0.73395, 0.45734, 0.23051], [8.86770, -4.36168, -4.63054], [-1.71246, 4.24324, 3.27017], [0.83447, 5.13178, 4.88283], [-0.40311, 1.96719, 0.33012], [-6.98442, -4.45900, -1.98158], [-4.27993, -1.68890, 5.98082], [-1.28178, 6.21205, 5.28924], [5.21517, 3.28112, -3.50402], [0.07612, -3.03166, 0.87661], [0.73324, -1.90846, 1.38705], [-2.21317, -2.91193, 5.82176], [-4.25651, -1.94947, 4.23515], [8.53729, -1.72768, -3.99803], [5.08543, -3.55031, -3.99461], [3.84372, 3.43186, -0.90869], [4.31090, 3.85930, -3.70067], [-4.95585, -4.58152, -2.69649], [-0.36925, 4.29965, 3.44335], [5.42614, -3.82829, -2.27681], [7.92425, -3.77801, -4.18689], [-1.39286, 4.93857, 6.50728], [-4.81734, -5.50609, -2.14248], [6.89724, -4.42413, -3.56730], [-7.13578, -2.09750, -2.46834], [5.83632, -1.31715, -3.34558], [-6.41046, -4.15364, -2.85708], [-0.89293, 0.51680, -1.95684], [1.55726, -1.45685, -1.89173], [-0.65266, 2.41954, 1.29565]], "forces_ev_per_a": [[0.013, -0.040, 0.015], [-0.077, -0.036, -0.028], [0.095, 0.145, 0.283], [-0.019, -0.028, -0.006], [-0.014, 0.005, -0.062], [0.030, -0.043, 0.039], [0.036, -0.054, 0.113], [0.497, 0.146, -0.014], [0.173, 0.103, -0.182], [-0.011, 0.010, -0.003], [-0.121, -0.220, -0.137], [0.027, 0.010, -0.001], [-0.090, 0.107, -0.026], [-0.008, 0.051, 0.004], [-0.015, -0.007, -0.013], [0.136, -0.092, -0.034], [0.266, -0.215, -0.118], [-0.015, 0.040, -0.014], [-0.068, -0.008, -0.008], [0.007, 0.022, -0.046], [0.009, 0.028, 0.178], [-0.024, -0.086, 0.134], [0.017, 0.056, 0.066], [-0.018, 0.255, 0.043], [0.052, -0.016, 0.019], [0.042, 0.061, -0.022], [-0.316, 0.102, 0.064], [0.009, 0.103, -0.011], [-0.052, 0.006, 0.021], [0.015, 0.011, -0.002], [0.029, 0.029, -0.016], [0.113, -0.016, -0.110], [-0.350, -0.031, 0.119], [0.085, -0.006, -0.155], [-0.036, -0.003, 0.008], [-0.016, -0.036, -0.080], [-0.546, -0.448, 0.140], [-0.270, 0.121, -0.042], [0.064, -0.002, 0.003], [-0.024, 0.010, -0.004], [0.186, -0.205, 0.234], [0.020, -0.042, 0.110], [-0.031, -0.026, -0.031], [-0.060, 0.092, -0.090], [0.295, -0.001, -0.178], [-0.269, -0.493, -0.564], [0.149, 0.202, 0.098], [-0.096, -0.094, -0.092], [0.027, -0.069, 0.109], [-0.081, 0.238, -0.038], [-0.132, 0.008, -0.042], [-0.106, 0.564, 0.153], [0.140, 0.022, 0.007], [-0.255, 0.212, 0.149], [0.047, -0.086, -0.027], [-0.022, 0.029, -0.026], [-0.193, 0.128, -0.328], [-0.003, -0.019, -0.021], [-0.007, -0.012, -0.020], [0.003, 0.007, 0.017], [0.008, 0.007, 0.011], [-0.222, 0.198, 0.521], [0.181, -0.019, -0.040], [0.024, 0.048, 0.029], [0.036, 0.018, -0.018], [-0.012, -0.001, -0.063], [-0.018, 0.022, -0.001], [-0.003, 0.014, 0.008], [0.032, 0.039, 0.013], [-0.028, -0.037, -0.039], [-0.101, -0.033, -0.087], [0.030, -0.028, -0.006], [0.151, -0.156, -0.148], [0.000, -0.066, -0.020], [-0.014, 0.023, 0.016], [0.065, -0.055, -0.025], [0.018, 0.035, -0.055], [0.007, -0.025, -0.043], [-0.004, 0.029, 0.057], [-0.070, -0.159, 0.294], [0.504, -0.026, 0.232], [0.178, -0.321, -0.172]], "mulliken_charge": [0.333, -0.038, 0.408, 0.356, -0.536, 0.315, -0.366, -0.545, 0.214, 0.267, -0.561, 0.279, -0.300, -0.311, 0.281, 0.445, 0.565, 0.167, -0.557, 0.356, -0.604, -0.492, -0.571, -0.374, -0.370, -0.290, -0.179, -0.194, 0.235, 0.251, 0.331, -0.372, 0.124, 0.157, 0.321, -0.227, 0.443, -0.791, 0.002, 0.259, 0.423, -0.411, -0.096, -0.308, 0.370, 0.048, 0.520, -0.556, -0.264, 0.027, 0.157, -0.578, 0.494, -0.543, 0.530, 0.306, -0.856, 0.272, 0.263, 0.292, 0.246, 0.205, 0.151, 0.322, 0.329, 0.295, 0.206, 0.266, -0.432, -0.425, -0.361, 0.234, 0.452, 0.337, 0.296, -0.361, 0.328, 0.292, -0.499, 0.185, 0.465, -0.061], "spin_multiplicity": 1, "homo_lumo_gap_ev": 8.1347, "total_charge": 1, "e_lumo_ev": -3.608}



Entry 3:
{"formula": "C25H38N4O3", "method": "ωB97M-V with the def2-TZVPD basis set", "species": ["C", "H", "C", "H", "C", "C", "H", "H", "H", "C", "C", "N", "H", "H", "H", "C", "C", "C", "C", "C", "H", "H", "H", "H", "O", "O", "H", "C", "H", "C", "H", "H", "C", "C", "H", "C", "N", "H", "C", "H", "H", "C", "H", "H", "H", "C", "C", "H", "N", "H", "C", "C", "H", "O", "C", "C", "H", "H", "C", "H", "H", "H", "N", "H", "H", "H", "H", "H", "H", "H"], "positions_angstrom": [[4.69546, 4.98861, 0.59781], [-3.27229, -5.19204, -0.88125], [3.37790, 3.28261, 1.08570], [1.08427, 7.97510, -1.17659], [-2.76034, -6.07116, -0.48464], [2.51178, 5.00496, -0.72238], [-1.95846, -6.33425, -1.17834], [-3.36247, -7.99352, -2.39699], [0.19421, -2.13227, -0.40874], [1.62272, 7.10308, -1.55210], [-2.11581, -5.73659, 0.86545], [3.58560, 8.51958, -1.71509], [-1.05523, 1.92262, 1.28913], [6.15720, 4.26982, 1.95953], [-5.52880, -8.92887, 0.89145], [-5.98110, -8.05705, 0.39062], [-4.21022, -7.65529, -1.79974], [-0.00858, 1.66061, 1.27906], [3.46331, 4.45435, 0.28952], [1.68374, -0.03870, 1.39257], [5.43150, 7.91661, -2.61585], [-3.24795, -8.08770, 0.07182], [3.75770, 8.09767, -0.80541], [-5.63562, -9.04161, -2.67900], [-0.97402, -4.91229, 0.74773], [-6.35450, -8.40343, -0.92162], [0.67173, 3.66806, 1.13549], [2.74188, 7.60786, -2.46199], [5.18302, 5.87166, 0.23877], [1.33105, 6.47743, 0.76093], [-1.82803, -3.34620, 2.65690], [1.61629, 4.36608, -0.79454], [0.33824, 0.31373, 1.38460], [-1.71467, -2.74742, 1.75678], [3.31433, 6.75430, -2.86898], [2.31496, 2.28568, 1.17524], [5.26213, 4.17135, 1.50759], [-1.87740, -3.41922, -0.35914], [-4.99544, -6.88677, 0.42110], [-4.66941, -6.80148, -2.30172], [0.93796, -3.34528, 0.66400], [-3.75069, -7.23449, -0.40007], [0.21522, -2.02884, 2.60258], [-5.47770, -6.00605, -0.00752], [1.80913, 5.94099, 1.57998], [-0.41867, -1.92160, 1.71423], [4.83510, 8.81350, -2.37909], [-4.73252, -6.67193, 1.45688], [2.17443, 6.38883, -0.41130], [3.00397, 4.99263, -1.69967], [0.96479, 2.63091, 1.17885], [-5.23994, -8.78093, -1.69513], [1.98304, -1.07185, 1.47092], [-0.70079, -0.56478, 1.48194], [-1.24016, -3.55208, 0.52301], [0.05901, -2.73105, 0.48841], [4.62093, 9.33156, -3.31516], [1.22394, 7.52301, 1.04693], [2.65319, 0.94126, 1.29344], [-6.90918, -7.79795, 0.90453], [5.42880, 9.47205, -1.74745], [-4.76567, -9.67307, -1.25428], [4.48568, 3.13619, 1.80382], [2.30958, 8.14875, -3.31057], [0.91765, 6.48325, -2.13031], [3.69706, 0.66884, 1.30709], [0.32704, 6.05328, 0.59839], [-2.60347, -2.14360, 1.59468], [-1.74730, -6.65555, 1.33039], [-2.84907, -5.27188, 1.53676]], "forces_ev_per_a": [[-0.222, -0.089, -0.001], [-0.027, 0.029, -0.105], [0.550, 0.589, -0.097], [-0.040, -0.032, -0.027], [0.127, -0.128, 0.356], [0.159, 0.079, -0.071], [0.034, 0.040, -0.040], [0.052, 0.015, -0.067], [0.057, 0.053, -0.038], [0.187, 0.070, -0.284], [-0.119, -0.096, -0.206], [-0.053, -0.148, 0.296], [-0.117, 0.030, 0.015], [-0.169, -0.046, -0.070], [-0.058, 0.045, -0.009], [0.004, 0.269, 0.293], [-0.160, -0.334, 0.338], [-0.125, -0.219, -0.011], [0.187, -0.132, 0.089], [-0.254, -0.289, 0.059], [-0.017, 0.044, -0.021], [0.005, -0.036, 0.008], [-0.042, 0.048, -0.123], [0.089, -0.058, 0.069], [0.250, -0.025, -0.004], [-0.133, 0.041, -0.048], [-0.027, 0.117, -0.018], [-0.134, -0.003, 0.102], [0.119, 0.211, -0.076], [0.025, 0.036, 0.033], [-0.041, -0.054, 0.047], [0.063, 0.072, -0.064], [0.021, 0.167, 0.005], [0.023, 0.055, -0.006], [-0.063, 0.063, -0.023], [-0.088, -0.373, 0.064], [-0.027, 0.194, -0.257], [0.049, -0.028, 0.056], [0.002, -0.487, -0.066], [0.008, 0.060, -0.068], [0.085, -0.043, -0.010], [-0.070, 0.418, -0.241], [-0.049, 0.074, -0.091], [-0.015, 0.102, 0.010], [-0.059, 0.006, 0.083], [0.202, -0.314, 0.189], [-0.003, 0.009, -0.035], [-0.033, 0.064, 0.082], [-0.059, 0.052, -0.054], [-0.152, -0.030, 0.035], [0.111, -0.108, 0.020], [0.227, 0.073, -0.329], [0.013, -0.115, 0.009], [-0.069, 0.381, -0.060], [-0.127, 0.073, -0.126], [-0.087, -0.023, -0.060], [0.121, 0.040, -0.036], [-0.059, 0.005, 0.056], [-0.046, 0.269, -0.061], [0.100, -0.065, 0.043], [0.081, 0.044, -0.060], [-0.043, 0.027, -0.052], [-0.055, -0.581, 0.503], [-0.004, -0.125, -0.015], [-0.021, 0.044, 0.070], [0.095, -0.040, -0.013], [-0.024, -0.020, 0.004], [-0.062, 0.054, 0.039], [-0.136, 0.034, 0.022], [0.041, -0.054, 0.049]], "nbo_charge": [-0.046, 0.197, 0.179, 0.207, -0.422, -0.244, 0.212, 0.210, 0.225, -0.224, -0.057, -0.629, 0.222, 0.408, 0.155, -0.062, -0.424, -0.260, -0.155, -0.264, 0.156, 0.194, 0.365, 0.193, -0.532, -0.526, 0.211, -0.220, 0.217, -0.413, 0.219, 0.185, 0.300, -0.458, 0.153, -0.120, -0.320, 0.167, -0.432, 0.203, 0.228, -0.213, 0.180, 0.204, 0.210, 0.101, -0.408, 0.209, -0.453, 0.210, -0.173, -0.063, 0.212, -0.492, 0.117, -0.457, 0.189, 0.204, -0.166, 0.193, 0.199, 0.155, -0.282, 0.192, 0.174, 0.223, 0.161, 0.225, 0.185, 0.163], "spin_multiplicity": 1, "homo_lumo_gap_ev": 8.8872, "e_above_lowest_kj_mol": 235.41, "e_lumo_ev": 0.854}



Entry 4:
{"formula": "C3H7ClN2O", "method": "ωB97M-V with the def2-TZVPD basis set", "species": ["N", "N", "H", "C", "H", "H", "C", "H", "H", "C", "H", "Cl", "O", "H"], "positions_angstrom": [[-0.49456, -1.66199, -1.48940], [-0.97018, -0.88176, -0.50263], [1.69446, 0.54427, 0.80596], [-0.72150, 0.62618, 1.32626], [-0.34268, 0.21772, 2.25778], [0.34248, -1.33617, -1.97345], [1.35636, -0.08099, -0.02683], [1.87547, -1.02060, -0.01901], [-1.80184, 0.49121, 1.32984], [-0.16951, -0.16781, 0.18011], [-1.23836, -1.91482, -2.10771], [1.73416, 0.74398, -1.61241], [-0.33854, 1.99286, 1.22651], [-0.92575, 2.44791, 0.60499]], "forces_ev_per_a": [[0.596, -0.251, -0.340], [-0.184, 0.453, 0.438], [0.393, 0.009, -0.545], [-0.254, -0.037, -0.594], [0.219, 0.251, 0.292], [-0.256, -0.027, 0.119], [-1.432, 0.972, 0.317], [0.049, -0.494, -0.136], [-0.105, 0.055, 0.043], [0.986, -0.419, -0.246], [-0.143, -0.144, -0.280], [0.051, -0.212, 0.562], [-0.145, 0.146, 0.216], [0.224, -0.302, 0.151]], "nbo_charge": [-0.634, -0.206, 0.239, -0.101, 0.182, 0.359, -0.425, 0.227, 0.192, 0.131, 0.370, -0.087, -0.721, 0.475], "spin_multiplicity": 1, "homo_lumo_gap_ev": 9.9087, "e_above_lowest_kj_mol": 73.35, "e_lumo_ev": 0.835}



Summary of E_tot in Eh
-431.54727 -3569.78174 -1420.09351 -763.40937
(order as listed above)